(1)
A 2-piece molecular cluster, C13H14BN5O5 overall in a non-equilibrium geometry, computed with the ωB97M-V functional and the def2-TZVPD basis.

ORCA input file:
```
! RIJCOSX wB97M-V def2-TZVPD def2/J DEFGRID3
* xyz 0 1
O -1.263 2.614 3.370
O -1.710 0.697 2.348
O 5.102 1.735 3.165
O 3.591 -2.200 2.823
O 3.744 3.394 3.551
N 4.079 -0.911 3.046
N -1.520 -0.817 -2.341
N 3.948 2.165 3.396
N 2.153 -2.286 2.785
N -0.920 1.478 2.962
C -2.224 -0.493 -4.583
C 1.492 1.836 3.517
C -1.324 0.485 -2.168
C -1.994 -2.817 -3.522
C 2.806 1.283 3.482
C -1.576 1.354 -3.221
C 1.835 -0.981 2.952
C -2.056 0.883 -4.450
C 0.413 1.004 3.225
C 2.947 -0.171 3.323
C 0.680 -0.235 2.418
C -0.749 0.868 -0.850
C -1.932 -1.330 -3.519
B -1.320 -1.915 -1.322
H -2.422 -3.169 -4.453
H -1.274 0.404 -0.001
H -2.176 -1.975 -0.512
H -2.564 -0.931 -5.521
H -0.215 -0.841 2.185
H -0.214 -2.336 -1.295
H -0.990 -3.246 -3.407
H -2.572 -3.176 -2.657
H -0.763 1.955 -0.705
H 0.303 0.534 -0.787
H -1.375 2.398 -3.069
H 1.021 0.269 1.488
H 1.323 2.908 3.615
H -2.286 1.567 -5.268
*
```

## Properties
E = -1178.21412 hartree
Frontier orbital gap = 0.163 hartree
LUMO = -2.30 eV

Okay, here come the Mulliken numbers, in e, for every atom:
1 O -0.673
2 O -0.698
3 O -0.596
4 O -0.132
5 O -0.652
6 N -0.366
7 N 0.099
8 N 0.886
9 N -0.640
10 N 0.968
11 C -0.817
12 C -0.288
13 C 1.057
14 C -1.422
15 C -0.354
16 C -0.743
17 C 0.452
18 C -0.294
19 C -0.417
20 C 0.758
21 C -0.174
22 C -1.598
23 C 0.914
24 B 0.203
25 H 0.419
26 H 0.294
27 H 0.044
28 H 0.386
29 H 0.528
30 H 0.037
31 H 0.362
32 H 0.352
33 H 0.436
34 H 0.391
35 H 0.440
36 H -0.125
37 H 0.525
38 H 0.434

---

(2)
A 2-piece molecular cluster, C13H14ClFN2O2S overall in a non-equilibrium geometry, computed with the ωB97M-V functional and the def2-TZVPD basis.

ORCA input file:
```
! RIJCOSX wB97M-V def2-TZVPD def2/J DEFGRID3
* xyz 0 1
Cl 2.535 0.320 -3.735
S 6.213 0.578 -0.409
F 4.240 -3.325 2.272
O -4.338 1.328 -0.218
O -2.353 0.523 -1.020
N 5.835 -0.757 0.706
N 4.689 0.744 -1.271
C 3.594 -2.486 1.230
C 2.214 -0.730 -1.064
C -3.155 -0.167 1.156
C 1.078 1.676 -1.695
C 3.765 -0.334 -0.702
C 1.420 0.158 -2.217
C 1.332 -1.930 -0.346
C -5.053 1.217 1.012
C 4.417 -1.269 0.500
C -3.208 0.565 -0.150
C -4.584 -0.075 1.629
C 2.026 -2.854 0.850
C 0.386 1.759 -0.211
H 0.284 2.129 -2.458
H 0.846 1.048 0.596
H -6.129 1.207 0.814
H 1.403 -3.704 1.373
H -4.814 2.086 1.634
H 0.467 -0.437 -2.618
H 2.092 2.285 -1.678
H -4.687 -0.094 2.717
H -2.846 -1.205 1.015
H -0.768 1.551 -0.302
H -5.161 -0.913 1.219
H 0.222 -2.121 -0.662
H 0.506 2.872 0.203
H -2.469 0.354 1.830
*
```

## Properties
E = -1721.61183 hartree
Frontier orbital gap = 0.248 hartree
LUMO = -1.77 eV

Okay, here come the Mulliken numbers, in e, for every atom:
1 Cl -0.193
2 S 0.226
3 F -0.278
4 O -0.356
5 O -0.595
6 N -0.483
7 N -0.438
8 C 0.210
9 C 0.211
10 C -0.313
11 C -0.604
12 C 0.530
13 C -0.107
14 C -0.394
15 C -0.440
16 C 0.208
17 C 0.483
18 C -0.524
19 C -0.472
20 C -0.419
21 H 0.319
22 H 0.245
23 H 0.303
24 H 0.297
25 H 0.279
26 H 0.378
27 H 0.333
28 H 0.328
29 H 0.287
30 H -0.165
31 H 0.266
32 H 0.284
33 H 0.317
34 H 0.275

---

(3)
C13H14ClIrN5O2SSbSe4 as an isolated structure in a non-equilibrium geometry, computed with the ωB97M-V functional and the def2-TZVPD basis.

ORCA input file:
```
! RIJCOSX wB97M-V def2-TZVPD def2/J DEFGRID3
* xyz 3 6
Ir 0.915 0.126 -0.264
Sb 3.993 -0.216 -2.917
Se 2.314 -1.688 -1.386
Se 3.376 1.089 -5.003
Se 5.435 -2.187 -3.685
Se 4.897 1.419 -1.272
Cl 0.961 5.462 1.502
S 2.454 0.297 1.586
O 1.848 0.871 -2.694
O 1.813 1.399 -1.486
N 0.490 -1.423 2.192
N -0.002 -1.222 0.934
N -0.091 1.779 0.599
N -0.729 -0.465 -1.465
N 2.041 -1.010 3.828
C -1.309 1.672 1.147
C -1.987 -0.742 -3.467
C -1.392 -1.513 -0.904
C -1.186 3.898 2.005
C 1.608 -0.778 2.605
C -1.846 -2.823 1.276
C -2.327 -2.229 -1.629
C 0.580 2.931 0.711
C -1.880 2.709 1.859
C 0.062 4.016 1.402
C -1.039 -1.851 0.487
C -1.041 -0.075 -2.697
C -2.616 -1.852 -2.937
H 0.039 -2.101 2.791
H -1.500 -3.847 1.109
H -1.602 4.726 2.565
H -1.847 0.746 0.997
H -2.210 -0.385 -4.463
H -2.863 2.578 2.289
H 1.590 -1.648 4.468
H -3.332 -2.416 -3.521
H 1.551 3.001 0.240
H -2.829 -3.080 -1.190
H -1.809 -2.622 2.346
H 2.880 -0.552 4.152
H -0.521 0.788 -3.084
H -2.890 -2.782 0.974
*
```

## Properties
E = -11735.62988 hartree
Frontier orbital gap (spin up / spin down) = 0.247 / 0.208 hartree
LUMO (spin up / spin down) = -10.66 / -11.74 eV
<S²> = 8.78
Energy above the lowest of the compared OMol25 structures with the same formula, charge and spin = 102.5 kJ/mol

Okay, here come the Mulliken numbers, in e, for every atom:
1 Ir 2.452
2 Sb 0.951
3 Se -0.057
4 Se 0.025
5 Se 0.023
6 Se -0.017
7 Cl -0.137
8 S -0.398
9 O -0.242
10 O -0.318
11 N -0.616
12 N -0.107
13 N -0.298
14 N -0.488
15 N -0.355
16 C 0.055
17 C -0.880
18 C 0.663
19 C -0.204
20 C 0.710
21 C -1.946
22 C -0.901
23 C -0.275
24 C -0.888
25 C -0.155
26 C 1.169
27 C -0.180
28 C -0.577
29 H 0.205
30 H 0.385
31 H 0.492
32 H 0.334
33 H 0.466
34 H 0.450
35 H 0.213
36 H 0.486
37 H 0.550
38 H 0.464
39 H 0.582
40 H 0.252
41 H 0.628
42 H 0.484

---

(4)
C13H14IN3Pd as an isolated structure in a non-equilibrium geometry, computed with the ωB97M-V functional and the def2-TZVPD basis.

ORCA input file:
```
! RIJCOSX wB97M-V def2-TZVPD def2/J DEFGRID3
* xyz 0 3
I 3.232 -0.334 0.903
Pd 0.655 0.031 0.803
N -0.034 -1.297 -0.716
N 0.133 1.362 -0.740
N -0.565 0.596 5.054
C -0.094 0.763 -1.935
C -0.185 -2.611 -0.514
C 0.226 2.683 -0.569
C 0.346 0.878 2.782
C -0.677 -2.866 -2.857
C 0.101 3.526 -1.674
C -0.194 1.574 -3.075
C -0.092 2.954 -2.936
C -0.213 -0.698 -1.914
C -0.510 -1.495 -3.031
C -0.114 0.095 3.963
C -0.534 -3.434 -1.588
C 0.022 -1.388 3.806
H -0.339 1.074 -4.031
H 1.340 1.323 2.927
H -0.767 -1.911 4.357
H -0.354 1.688 2.515
H -0.040 -1.653 2.736
H 0.172 4.597 -1.523
H -0.603 -0.996 -3.992
H -0.162 3.588 -3.817
H -0.676 -4.497 -1.409
H -0.543 1.625 5.073
H -0.921 -3.491 -3.713
H -0.016 -2.973 0.500
H 1.000 -1.740 4.165
H 0.409 3.025 0.450
*
```

## Properties
E = -1093.56186 hartree
Frontier orbital gap (spin up / spin down) = 0.210 / 0.224 hartree
LUMO (spin up / spin down) = -1.03 / -1.37 eV
<S²> = 2.01

Okay, here come the Mulliken numbers, in e, for every atom:
1 I -0.433
2 Pd -0.033
3 N -0.040
4 N -0.169
5 N -0.735
6 C 0.402
7 C -0.071
8 C -0.029
9 C -0.825
10 C -0.387
11 C -0.680
12 C -0.467
13 C -0.426
14 C 0.702
15 C -0.545
16 C 0.800
17 C -0.717
18 C -0.524
19 H 0.296
20 H 0.254
21 H 0.371
22 H 0.296
23 H -0.206
24 H 0.386
25 H 0.298
26 H 0.411
27 H 0.377
28 H 0.269
29 H 0.413
30 H 0.357
31 H 0.261
32 H 0.395

---

(5)
C13H14IN3PdS as an isolated structure in a non-equilibrium geometry, computed with the ωB97M-V functional and the def2-TZVPD basis.

ORCA input file:
```
! RIJCOSX wB97M-V def2-TZVPD def2/J DEFGRID3
* xyz 0 3
I -1.376 1.591 2.765
Pd 0.802 1.123 0.805
S 0.880 -1.357 4.749
N -1.138 0.932 -0.481
N 1.580 -0.016 2.409
N 0.656 -0.993 0.008
C -1.436 -0.306 -0.920
C 0.585 -3.498 -1.183
C -2.674 -0.570 -1.531
C -3.329 1.683 -1.072
C 2.513 1.187 -0.022
C -0.487 -2.608 -1.318
C 1.690 -1.846 0.161
C 1.693 -3.094 -0.437
C 1.407 2.853 1.016
C -2.065 1.900 -0.525
C -0.418 -1.336 -0.729
C -3.634 0.432 -1.614
C 1.228 -0.577 3.424
H -1.817 2.835 -0.045
H 1.515 3.508 0.091
H -4.608 0.242 -2.085
H -1.358 -2.865 -1.898
H 2.318 2.947 1.710
H -2.856 -1.562 -1.927
H 2.052 0.620 -0.745
H 0.510 3.048 1.549
H 2.523 -1.495 0.765
H -4.040 2.495 -1.060
H 0.559 -4.479 -1.660
H 3.218 0.754 0.674
H 2.934 2.166 -0.567
H 2.574 -3.714 -0.306
*
```

## Properties
E = -1491.64226 hartree
Frontier orbital gap (spin up / spin down) = 0.253 / 0.171 hartree
LUMO (spin up / spin down) = -0.71 / -2.95 eV
<S²> = 2.01
Energy above the lowest of the compared OMol25 structures with the same formula, charge and spin = 340.9 kJ/mol

Okay, here come the Mulliken numbers, in e, for every atom:
1 I -0.036
2 Pd 0.065
3 S -0.437
4 N 0.009
5 N -0.596
6 N 0.363
7 C 0.801
8 C -0.462
9 C -0.642
10 C -0.776
11 C -0.927
12 C -0.698
13 C -0.205
14 C -0.877
15 C -0.635
16 C -0.159
17 C 0.531
18 C -0.455
19 C 0.479
20 H 0.517
21 H 0.281
22 H 0.403
23 H 0.287
24 H 0.270
25 H 0.254
26 H 0.343
27 H 0.105
28 H 0.425
29 H 0.387
30 H 0.421
31 H 0.192
32 H 0.400
33 H 0.371

---

(6)
A 2-piece molecular cluster, C13H14INO2 overall, computed with the ωB97M-V functional and the def2-TZVPD basis.

ORCA input file:
```
! RIJCOSX wB97M-V def2-TZVPD def2/J DEFGRID3
* xyz 0 1
I 4.182 1.782 -2.327
O -1.077 1.093 -1.231
O 2.550 1.384 2.074
N -4.025 0.295 -0.591
C -5.616 -0.979 0.278
C 1.250 0.714 -1.080
C 4.384 -1.255 0.892
C 1.884 0.783 1.267
C -0.341 0.006 0.734
C -5.208 0.746 -1.102
C 2.245 0.768 -0.193
C -6.217 -0.023 -0.582
C 4.288 -0.632 -0.517
C -4.264 -0.756 0.249
C -0.148 0.635 -0.597
C 0.635 0.068 1.634
C 3.719 0.801 -0.480
H 3.572 -1.957 1.073
H -3.120 0.682 -0.809
H 5.324 -1.791 1.006
H -6.117 -1.742 0.850
H -7.267 0.088 -0.795
H -3.461 -1.260 0.758
H -5.234 1.574 -1.789
H 0.540 -0.342 2.629
H 1.422 0.763 -2.147
H 4.349 -0.488 1.664
H -1.295 -0.462 0.941
H 5.253 -0.638 -1.012
H 4.200 1.367 0.314
H 3.593 -1.225 -1.113
*
```

## Properties
E = -1006.65356 hartree
Frontier orbital gap = 0.240 hartree
LUMO = -1.61 eV
Energy above the lowest of the compared OMol25 structures with the same formula, charge and spin = 8.0 kJ/mol

Okay, here come the Mulliken numbers, in e, for every atom:
1 I 0.103
2 O -0.612
3 O -0.520
4 N 0.144
5 C -0.604
6 C -0.265
7 C -1.111
8 C 0.282
9 C -0.006
10 C -0.451
11 C 0.639
12 C -0.474
13 C -0.428
14 C -0.248
15 C 0.274
16 C -0.790
17 C -1.013
18 H 0.284
19 H 0.283
20 H 0.346
21 H 0.384
22 H 0.388
23 H 0.324
24 H 0.356
25 H 0.457
26 H 0.427
27 H 0.305
28 H 0.184
29 H 0.499
30 H 0.534
31 H 0.313